This record from the OMol25 dataset describes a structure of composition C15H15Cl26N2O3PS2 at a distorted geometry. The level of theory is wB97M-V/def2-TZVPD.

## Properties
Charge: 0

```
64
Properties=species:S:1:pos:R:3:forces:R:3:mulliken_charge:R:1
Cl -2.925 7.799 0.643 -0.1845 0.0470 0.0858 -0.17
H 3.566 5.009 7.997 -0.0540 -0.3805 -0.0964 0.33
Cl -9.836 2.377 -6.438 0.1179 0.1363 0.1338 -0.12
H -1.824 -4.614 -1.700 0.2070 1.2301 0.2041 0.13
Cl -8.357 4.876 -6.664 -0.0447 -0.1380 0.1502 -0.12
C -9.136 3.740 -5.549 0.0295 -0.0253 0.0514 0.46
Cl 0.738 -0.440 3.774 0.0025 -0.1703 0.3396 -0.02
Cl -10.380 4.563 -4.592 0.1843 -0.1150 -0.0788 -0.12
P -1.888 -3.502 -0.765 -0.9397 0.0590 1.6234 0.17
C -6.119 1.333 -1.431 0.0911 -0.1041 0.1123 0.48
C 3.185 -2.674 -0.265 1.1109 1.6454 2.9493 0.16
H -0.639 6.854 0.965 0.4106 -0.1652 0.1177 -0.37
C 3.417 3.964 7.712 0.0184 0.0770 -0.0274 -0.02
H 1.771 -3.222 -2.615 -0.8428 1.8168 0.1047 0.07
Cl 2.902 -4.959 -2.639 0.1182 -0.7387 -0.2912 -0.08
C 8.881 -7.744 -3.289 0.0391 -0.0372 0.0226 -0.02
H -5.092 0.960 -1.451 -0.3178 0.1326 0.0129 -0.09
Cl -0.022 4.631 1.447 0.5392 1.3166 -0.3203 0.01
C -1.569 -0.531 -1.069 -2.5063 1.5834 1.3915 0.45
H -3.919 7.850 2.779 0.0561 -0.2544 -0.2913 0.31
C 1.544 -2.983 -0.331 0.5739 0.7156 1.6540 -0.90
Cl 4.548 -6.688 -0.971 -0.1752 0.1333 -0.2570 -0.11
H 3.098 -2.134 1.657 0.5766 -0.1145 -1.0337 0.28
Cl 2.465 3.171 8.979 0.1004 0.1173 -0.1092 -0.11
Cl -1.103 -0.824 5.998 0.0873 0.1725 -0.1266 -0.13
H 1.453 -4.129 -0.554 -0.3426 2.3025 0.2582 0.48
H 1.149 -2.763 0.755 0.7315 -0.6889 -2.1503 0.26
Cl -6.399 2.116 0.134 0.0798 -0.0965 -0.2096 -0.12
Cl -7.217 -0.041 -1.645 0.1556 0.1389 0.0096 -0.14
S -1.491 -4.003 1.086 0.1997 0.1162 -0.6023 -0.36
H -3.299 -3.088 -0.763 1.3550 -0.0488 -0.8105 0.12
C -0.900 -1.998 -1.408 -0.7658 -0.4274 -2.3584 0.10
C 0.930 -0.382 -1.009 -0.2096 0.2780 -0.2872 0.64
O -2.830 -0.158 -0.830 8.9415 -2.4905 -1.8165 -0.55
H 3.856 -2.822 -1.240 -1.5876 0.3915 2.3521 0.22
Cl 1.972 0.175 -2.446 -0.7922 0.9777 1.9221 -0.17
C 0.761 1.081 0.884 -0.6623 -3.5536 0.4868 0.27
H 3.994 -6.958 -3.246 0.0161 0.3354 0.2049 0.36
Cl 5.006 3.196 7.555 -0.1869 0.1282 0.0285 -0.12
H -8.376 3.352 -4.866 -0.2797 0.1187 -0.2283 -0.09
C 0.044 0.289 5.232 0.0539 -0.0145 0.0666 0.11
O 1.423 -2.284 -2.661 -1.4688 -1.0431 2.1236 -0.39
Cl 9.157 -6.003 -3.470 0.0741 -0.2057 0.0326 -0.11
Cl -2.912 5.721 2.684 -0.2050 0.2898 -0.0275 -0.07
H -0.496 1.194 4.942 0.1763 -0.2913 0.0659 0.14
Cl -6.315 2.498 -2.753 0.0758 -0.0653 0.0773 -0.12
S -0.364 2.035 1.796 4.0277 -4.2870 -3.1551 -0.12
C 0.301 6.359 1.222 -0.1604 0.2393 -0.0372 0.62
N 3.803 -2.234 0.881 -3.0904 -2.0213 -4.4200 -0.64
C 0.739 -2.004 -1.370 1.6308 -0.1786 0.8009 0.57
Cl 5.716 -5.350 -3.280 -0.4297 -0.0694 0.0718 -0.07
N 1.438 -0.009 0.368 -3.5998 5.4801 0.8159 -0.32
Cl 7.597 -8.050 -2.108 0.2567 -0.0746 -0.0888 -0.08
C -3.811 7.088 2.003 -0.1719 -0.0559 0.1726 0.03
H 9.803 -8.202 -2.923 -0.3289 0.1715 -0.1355 0.34
Cl 2.551 3.924 6.167 0.1748 0.2177 0.1741 -0.07
Cl -5.428 6.577 1.493 0.2341 0.1100 0.0794 -0.11
Cl 1.323 0.743 6.371 -0.2651 -0.1426 -0.1803 -0.09
Cl -1.215 -2.128 -3.267 -0.5782 0.3202 1.0834 -0.11
Cl 0.919 7.076 2.720 -0.1010 -0.0303 -0.1068 -0.12
Cl 8.477 -8.475 -4.852 0.0726 0.0656 0.1856 -0.12
Cl 1.446 6.610 -0.106 -0.1595 -0.0271 0.1189 -0.14
C 4.255 -6.103 -2.618 0.6080 -0.2820 -0.0078 -0.10
O -0.366 0.339 -1.059 -2.6765 -2.5267 -0.8301 -0.36
```
Forces are in eV/Å.

---

This record from the OMol25 dataset describes a structure of composition C15H15ClFN3O2S at a distorted geometry. The level of theory is wB97M-V/def2-TZVPD.

## Properties
Charge: 0

```
38
Properties=species:S:1:pos:R:3:forces:R:3:mulliken_charge:R:1
C -1.062 2.220 0.174 -1.9176 -0.9230 4.5800 0.70
H -0.573 4.229 0.978 0.6938 -2.7824 0.2181 0.32
H -2.525 2.721 1.792 0.7126 -3.0458 -2.7591 0.09
C -2.276 1.869 0.767 1.2789 8.4072 5.9860 0.10
C -1.071 -2.540 0.032 3.6334 6.5941 2.5520 -0.85
C -0.805 1.462 -0.920 1.5516 -0.2239 -0.0838 -0.03
H 0.144 3.046 1.903 3.3283 -2.0752 12.2688 0.94
H -1.403 -0.184 -2.181 -0.3839 0.4138 0.5830 0.44
C -0.729 -0.890 2.000 11.6883 -3.8322 -9.4420 -1.31
H -1.047 -0.371 2.640 -4.5229 7.0086 9.7415 0.77
C 1.364 3.234 0.256 -5.6963 -6.5247 -0.1189 -1.57
O 2.771 -1.135 -1.626 -0.4400 -0.9797 3.3105 -0.81
C -3.343 1.278 0.260 -0.2254 1.7542 2.9844 -1.02
H 2.293 2.186 -2.230 2.2308 -2.3217 3.5973 0.35
H 1.172 3.383 -0.743 -0.5622 0.2845 -2.6611 0.58
N 3.297 0.229 0.174 4.8419 -1.1004 9.4475 -0.24
Cl -4.155 -0.690 -1.299 0.7055 0.9794 -0.0215 -0.24
O 3.490 -2.195 0.607 -2.7727 2.8708 -0.9915 -0.69
H 0.561 -2.743 -1.274 0.8045 0.0926 -0.2127 0.43
H -4.217 1.060 0.698 -3.0857 -0.0553 1.7733 0.56
N 2.909 1.532 -1.481 -2.6422 7.7390 -6.0065 -0.32
F -2.725 -1.806 1.624 0.1303 0.8274 -0.7160 -0.40
C -1.642 0.515 -1.368 -4.0644 0.3580 0.2141 -1.06
C 1.075 -1.192 0.078 -3.8659 1.7709 9.1004 0.73
H -1.796 -3.115 -0.520 0.1361 -0.1486 0.1553 0.38
C 2.822 1.359 -0.229 -5.9429 7.7196 2.2324 -0.12
H 1.863 3.935 0.584 3.8933 8.1438 3.3908 0.83
C 0.307 -2.161 -0.403 -5.9887 -4.3831 -2.3377 -0.32
C -2.983 0.637 -0.746 2.6968 -8.0837 -9.3394 0.42
C -1.457 -1.524 1.142 -4.0303 -8.2125 -3.6489 1.06
H 1.337 0.067 1.939 -0.4783 -0.8622 0.1638 0.27
S 2.661 -1.162 -0.091 7.0513 -5.1720 -6.9590 1.12
N 2.202 2.167 0.588 1.1972 -3.6852 1.1551 -0.39
C 0.690 -0.736 1.527 -2.3260 0.9977 -2.8104 -0.45
H 3.532 0.463 1.300 -0.6651 -1.3220 -3.5503 0.50
H 0.172 1.453 -1.224 2.3870 0.0438 -1.3639 0.42
H 3.124 0.714 -1.798 1.8259 -5.8265 -4.2104 0.33
C -0.175 3.062 1.078 -1.1770 5.5544 -16.2213 -1.52
```
Forces are in eV/Å.

---

This record from the OMol25 dataset describes the molecule C15H15ClN2O3S2. The level of theory is wB97M-V/def2-TZVPD.

## Properties
Charge: 0
Energy above the lowest of the compared OMol25 structures with the same formula, charge and spin in eV: 0.000
Structure (SMILES): CCOC(=O)Cc1csc(SCC(=O)Nc2cccc(Cl)c2)n1

```
38
Properties=species:S:1:pos:R:3:forces:R:3:mulliken_charge:R:1
H 2.596 -5.565 0.287 0.0163 -0.0908 -0.0560 0.39
C 0.901 -1.461 0.720 0.0523 0.3931 0.1090 0.59
H -2.722 -0.956 -0.888 -0.0361 -0.0263 -0.0798 0.22
C -1.075 -0.216 3.476 -0.1014 0.0494 -0.1978 -0.50
C 0.416 4.260 -2.050 0.1526 -0.1237 0.0304 -0.51
C 1.025 1.620 -1.509 0.0449 0.0218 0.0008 -0.60
H 2.138 -3.294 -0.657 -0.1196 -0.0387 0.1264 0.30
N -1.540 -0.131 1.238 -0.2933 -0.0297 -0.2942 0.08
C -2.619 1.204 -1.273 0.0032 -0.4460 -0.0116 0.56
C 0.835 -0.370 1.772 -0.0704 -0.1326 -0.0735 -0.35
C -2.728 -0.031 1.723 0.0179 -0.0548 0.6252 0.23
C -0.609 3.360 -1.820 -0.2559 0.0719 0.0066 -0.70
H 1.161 0.568 1.315 0.0563 -0.0597 -0.0109 0.21
O 1.552 -2.523 1.165 0.2375 -0.2132 0.3512 -0.31
C 2.029 2.540 -1.735 -0.3077 0.1139 0.0008 0.17
C 2.496 -4.711 0.949 -0.2092 0.4161 -0.0054 -1.25
C 1.668 -3.637 0.271 -0.0062 -0.3709 -0.4331 -0.17
S -4.144 0.078 0.739 -0.4544 0.0208 -0.3644 -0.13
H 2.017 -5.028 1.870 -0.0162 -0.0892 0.0849 0.32
H -0.888 0.163 -0.978 -0.2440 0.1656 0.0614 0.05
H 1.473 -0.622 2.616 0.0130 0.0755 -0.0668 0.33
S -2.797 -0.049 3.475 0.3117 -0.0141 -0.6335 -0.18
H -0.537 -0.280 4.399 0.1818 -0.0219 0.2110 0.45
N -1.273 1.055 -1.284 0.3017 -0.2519 -0.3139 0.11
C 1.743 3.867 -2.007 0.1058 0.0198 -0.0127 -0.53
H 3.485 -4.327 1.185 0.1181 -0.0219 0.0200 0.31
H -1.636 3.680 -1.853 -0.0104 -0.0101 0.0031 0.51
H 0.176 5.291 -2.264 -0.0325 0.0925 -0.0187 0.38
C -3.364 -0.078 -0.903 -0.0635 0.1417 0.4597 -0.54
O 0.406 -1.382 -0.378 0.0979 -0.1356 -0.1826 -0.73
H -4.201 -0.214 -1.587 0.0827 0.0284 0.0000 0.41
H 1.263 0.586 -1.318 0.0475 -0.0909 -0.0004 0.66
C -0.593 -0.233 2.206 -0.0113 -0.0337 0.8348 -0.11
O -3.221 2.221 -1.537 -0.1937 0.2466 -0.0486 -0.67
C -0.309 2.029 -1.542 0.1457 0.3329 -0.1137 0.49
H 2.539 4.573 -2.182 0.0942 0.0411 -0.0134 0.43
Cl 3.678 2.012 -1.672 0.2008 -0.0682 0.0066 -0.25
H 0.662 -3.999 0.030 0.1440 0.0929 -0.0008 0.29
```
Forces are in eV/Å.

---

This record from the OMol25 dataset describes the molecule C15H15F5N8O2 at a distorted geometry. The level of theory is wB97M-V/def2-TZVPD.

## Properties
Charge: 0
Energy above the lowest of the compared OMol25 structures with the same formula, charge and spin in eV: 3.041
Structure (SMILES): Cc1nonc1Cn1nnc2c(N3CCC(F)(F)C3)nc(O[C@@H](C)C(F)(F)F)nc21

```
45
Properties=species:S:1:pos:R:3:forces:R:3:mulliken_charge:R:1
O 1.469 -0.764 2.597 0.4098 2.1536 0.7570 -0.42
H -3.893 -2.526 -4.419 -0.2471 -0.6216 -1.1106 0.44
O -1.592 -4.927 -2.330 -3.1145 3.0560 0.7652 -0.09
H -0.300 -0.629 3.894 -1.2094 1.2276 -0.7889 0.38
N -0.296 -0.711 1.281 -0.8597 -1.4567 0.9875 -0.39
C -0.389 0.780 -0.507 -5.2710 -0.9062 -0.2614 1.37
F 0.642 -0.110 6.202 1.0830 -0.2376 -1.9290 -0.28
N -1.267 1.019 -1.535 1.2742 -0.0597 -1.3194 -0.36
C 0.705 -2.454 4.067 -0.1844 1.8159 1.3524 -1.29
C 2.591 3.070 -0.342 -0.6772 1.1140 -0.1981 -0.58
H 2.503 3.717 0.569 0.3714 -1.2216 -0.4504 0.26
H -3.723 -1.701 -0.109 -0.5821 -0.3784 -0.3206 0.38
N -2.051 0.034 -1.617 -2.0071 0.0284 -0.4949 -0.72
C 1.034 2.824 -2.166 -1.8896 -2.8956 -0.2489 -0.85
H -2.322 -2.528 0.548 0.1451 0.4876 0.6412 0.29
C 0.730 -0.838 3.887 0.6962 -5.2496 -1.2841 0.05
N -2.041 -4.347 -1.075 1.9046 0.8033 -1.4317 -0.46
N 1.210 2.555 -0.698 0.8851 0.9702 -0.4242 0.01
H -4.609 -1.978 -2.895 1.8013 0.1886 -0.8359 0.28
H 0.147 -2.752 4.990 0.2969 0.3200 -0.7373 0.36
F 1.614 4.800 -3.336 0.0898 -0.2839 -0.1757 -0.35
N 1.421 0.856 0.836 2.0145 -1.5621 3.5907 -0.44
C 0.875 -0.155 1.503 -1.2630 -0.7355 1.8103 0.03
H 4.060 4.080 -1.844 -0.7728 -0.4795 0.6007 0.35
C -0.962 -0.250 0.257 2.3242 -0.0169 -2.1076 0.55
N -1.940 -0.770 -0.545 0.4828 -1.1638 1.2938 0.58
C -3.624 -2.113 -3.487 -0.9508 -0.4639 1.6848 -1.14
H -3.065 -1.233 -3.668 -0.0572 1.3692 0.0280 0.28
H 1.741 -2.736 4.224 0.0322 -0.4339 -0.3825 0.34
F 1.308 1.196 4.565 1.6140 -0.2420 1.0684 -0.24
H 0.228 -2.882 3.178 0.3668 0.1698 0.2867 0.32
C 0.715 1.387 -0.080 2.5235 4.3352 -2.9213 -0.64
H 3.275 2.226 -0.266 0.0840 0.1913 0.4013 0.35
C 2.998 4.049 -1.501 -0.4467 1.3175 -0.1350 -0.88
H 1.116 1.784 -2.595 -0.1510 1.2042 -0.3403 0.35
C -2.719 -3.054 -2.759 0.7727 -2.3991 -2.1551 0.74
C 2.108 3.687 -2.717 1.2064 0.6853 2.6153 1.19
N -2.137 -4.091 -3.389 -0.2862 0.6494 2.6981 -0.47
F 2.871 3.015 -3.579 0.4255 -0.5170 -1.4889 -0.32
C -2.723 -2.037 -0.327 0.7212 -0.1048 -0.1312 -0.79
C -2.526 -3.153 -1.366 0.1794 -0.6909 0.1295 0.52
H 2.759 5.126 -1.242 0.1040 -1.2608 -0.0363 0.30
F 2.592 -0.622 5.311 -0.5876 1.6263 -0.2722 -0.24
C 1.388 -0.091 5.006 -1.3183 -0.0304 0.4483 0.88
H 0.078 3.245 -2.519 0.0669 -0.3016 0.8225 0.33
```
Forces are in eV/Å.

---

| no. | Kohn-Sham gap (eV) |
| --- | --- |
| 1 | 7.962 |
| 2 | 7.759 |
| 3 | 8.864 |
| 4 | 9.094 |